No. 1
Formula: C25H34N2O6S
Source: OMol25
Level of theory: the ωB97M-V functional and the def2-TZVPD basis

Structure (XYZ):
```
68
Properties=species:S:1:pos:R:3
C -3.833 -4.055 -0.964
C -3.172 -3.908 0.409
N -2.999 -2.531 0.818
C -4.077 -1.962 1.591
C -4.033 -2.325 3.079
C -1.791 -1.888 0.678
C -1.436 -0.781 1.459
C -0.216 -0.152 1.302
C 0.700 -0.577 0.352
C 2.055 0.064 0.172
N 2.086 1.494 0.431
C 1.243 2.367 -0.187
O 1.255 3.560 0.065
C 0.261 1.772 -1.141
C 0.632 1.179 -2.328
C -0.318 0.581 -3.159
O 0.222 0.025 -4.276
C -0.577 -0.585 -5.266
C -1.667 0.588 -2.783
O -2.593 -0.054 -3.576
C -3.586 -0.825 -2.931
C -2.045 1.285 -1.619
O -3.384 1.341 -1.349
C -3.804 2.005 -0.184
C -1.085 1.869 -0.811
C 3.045 2.076 1.357
C 2.564 2.030 2.825
C 2.780 0.641 3.382
S 4.395 0.182 2.660
O 4.347 -1.153 2.121
O 5.450 0.472 3.589
C 4.414 1.426 1.311
C 0.348 -1.663 -0.439
C -0.860 -2.307 -0.283
H -3.193 -3.662 -1.749
H -4.027 -5.104 -1.168
H -4.776 -3.515 -0.992
H -2.202 -4.411 0.410
H -3.799 -4.407 1.154
H -4.062 -0.876 1.471
H -5.019 -2.322 1.164
H -3.098 -2.002 3.528
H -4.858 -1.848 3.602
H -4.117 -3.401 3.213
H -2.106 -0.408 2.218
H 0.012 0.697 1.930
H 2.394 -0.135 -0.851
H 2.763 -0.429 0.841
H 1.660 1.151 -2.652
H -1.364 0.083 -5.619
H 0.110 -0.809 -6.083
H -1.026 -1.514 -4.907
H -3.216 -1.247 -1.995
H -4.480 -0.231 -2.729
H -3.837 -1.630 -3.625
H -4.888 1.905 -0.166
H -3.380 1.545 0.714
H -3.539 3.067 -0.207
H -1.357 2.398 0.086
H 3.103 3.132 1.059
H 1.520 2.341 2.873
H 3.158 2.744 3.398
H 2.043 -0.082 3.048
H 2.878 0.618 4.461
H 5.201 2.130 1.565
H 4.638 0.932 0.373
H 1.034 -2.011 -1.197
H -1.085 -3.138 -0.932
```

Results
Relative energy (zero: lowest compared OMol25 entry of this formula, charge and spin) in kcal/mol: 64.4
SMILES string: CCN(CC)c1ccc(CN(C(=O)c2cc(OC)c(OC)c(OC)c2)[C@H]2CCS(=O)(=O)C2)cc1
Kohn-Sham gap in eV: 8.093
HOMO in eV: -7.569
LUMO level in eV: 0.5

Charges per atom according to natural (NBO) partitioning, unit e: atom 1 (C): -0.616, atom 2 (C): -0.206, atom 3 (N): -0.435, atom 4 (C): -0.203, atom 5 (C): -0.623, atom 6 (C): 0.176, atom 7 (C): -0.238, atom 8 (C): -0.206, atom 9 (C): -0.094, atom 10 (C): -0.256, atom 11 (N): -0.451, atom 12 (C): 0.685, atom 13 (O): -0.620, atom 14 (C): -0.100, atom 15 (C): -0.256, atom 16 (C): 0.290, atom 17 (O): -0.497, atom 18 (C): -0.236, atom 19 (C): 0.163, atom 20 (O): -0.522, atom 21 (C): -0.244, atom 22 (C): 0.337, atom 23 (O): -0.518, atom 24 (C): -0.250, atom 25 (C): -0.304, atom 26 (C): -0.057, atom 27 (C): -0.423, atom 28 (C): -0.661, atom 29 (S): 2.144, atom 30 (O): -0.945, atom 31 (O): -0.940, atom 32 (C): -0.669, atom 33 (C): -0.116, atom 34 (C): -0.294, atom 35 (H): 0.205, atom 36 (H): 0.211, atom 37 (H): 0.205, atom 38 (H): 0.205, atom 39 (H): 0.193, atom 40 (H): 0.199, atom 41 (H): 0.196, atom 42 (H): 0.210, atom 43 (H): 0.211, atom 44 (H): 0.206, atom 45 (H): 0.201, atom 46 (H): 0.204, atom 47 (H): 0.208, atom 48 (H): 0.245, atom 49 (H): 0.225, atom 50 (H): 0.189, atom 51 (H): 0.187, atom 52 (H): 0.176, atom 53 (H): 0.186, atom 54 (H): 0.189, atom 55 (H): 0.181, atom 56 (H): 0.199, atom 57 (H): 0.175, atom 58 (H): 0.183, atom 59 (H): 0.229, atom 60 (H): 0.267, atom 61 (H): 0.235, atom 62 (H): 0.225, atom 63 (H): 0.247, atom 64 (H): 0.258, atom 65 (H): 0.262, atom 66 (H): 0.258, atom 67 (H): 0.206, atom 68 (H): 0.211

No. 2
Formula: C33H40AsBrI2N6O3RuSeSi2
Source: OMol25
Level of theory: the ωB97M-V functional and the def2-TZVPD basis

Structure (XYZ):
```
90
Properties=species:S:1:pos:R:3
Ru -1.299 0.406 -1.141
O -0.457 -6.186 -4.715
N -0.486 -5.011 -5.001
O -0.250 -4.545 -6.097
C -0.876 -4.065 -3.934
C -1.724 -4.537 -3.001
C -2.200 -3.683 -1.957
C -3.038 -4.132 -0.920
C -3.391 -3.256 0.071
C -2.953 -1.928 0.000
N -2.202 -1.471 -0.986
C -1.790 -2.351 -1.941
C -0.830 -1.885 -2.902
N -0.364 -0.623 -2.718
C 0.561 -0.152 -3.535
C 1.078 -0.917 -4.582
C 0.630 -2.197 -4.779
C -0.359 -2.721 -3.920
H -2.046 -5.568 -3.046
H -3.372 -5.162 -0.905
H -4.006 -3.563 0.905
H -3.210 -1.216 0.771
H 0.909 0.854 -3.338
H 1.840 -0.493 -5.221
H 1.028 -2.799 -5.580
Se 2.461 3.478 -1.169
C 0.919 2.610 -1.285
N -0.093 2.032 -1.371
C -0.908 4.563 1.126
Si -2.468 4.147 0.203
C -3.895 4.962 1.095
C -2.392 4.679 -1.584
As -2.810 1.779 0.167
Si -5.171 1.536 -0.019
C -5.960 1.964 1.617
C -5.647 -0.212 -0.488
C -5.716 2.675 -1.398
H -0.755 5.645 1.065
H -0.017 4.085 0.723
H -1.004 4.313 2.185
H -3.708 6.040 1.105
H -3.959 4.634 2.134
H -4.864 4.804 0.623
H -2.286 5.767 -1.631
H -3.296 4.406 -2.131
H -1.533 4.233 -2.087
H -5.615 1.291 2.404
H -7.044 1.852 1.534
H -5.752 2.987 1.929
H -5.528 -0.911 0.340
H -5.087 -0.583 -1.348
H -6.706 -0.211 -0.760
H -5.468 3.719 -1.212
H -6.801 2.606 -1.519
H -5.257 2.384 -2.345
N 0.012 -0.204 0.325
C 1.016 -1.143 -0.116
C 2.222 -0.676 -0.613
C 3.160 -1.585 -1.080
C 2.892 -2.948 -1.056
C 1.684 -3.404 -0.547
C 0.744 -2.503 -0.070
H 0.461 0.645 0.672
H -0.507 -0.606 1.113
H 2.426 0.390 -0.646
H 4.104 -1.224 -1.466
H 3.628 -3.652 -1.421
H 1.479 -4.467 -0.506
H -0.192 -2.848 0.357
N -0.387 -1.133 4.618
C -0.417 -1.877 3.503
O -1.158 -1.617 2.555
C 0.493 -3.079 3.477
I 2.516 -2.452 3.211
H -0.861 -0.244 4.601
H 0.365 -1.236 5.282
H 0.235 -3.713 2.638
H 0.461 -3.639 4.408
Br 2.399 0.791 6.031
C 3.452 0.827 4.460
C 4.735 0.302 4.533
C 5.541 0.290 3.407
C 5.075 0.817 2.211
C 3.798 1.351 2.139
C 2.979 1.345 3.263
I 1.060 2.128 3.039
H 5.092 -0.098 5.472
H 6.540 -0.121 3.472
H 5.706 0.828 1.333
H 3.440 1.789 1.215
```

Results
Multiplicity: 2
Relative energy (zero: lowest compared OMol25 entry of this formula, charge and spin) in kcal/mol: 15.7
Kohn-Sham gap (spin up / spin down) in eV: 6.301 / 5.623
Net charge: +1
HOMO (spin up / spin down) in eV: -9.952 / -9.943
LUMO level (spin up / spin down) in eV: -3.7 / -4.3

Charges per atom according to Löwdin partitioning, unit e: atom 1 (Ru): 0.805, atom 2 (O): 0.109, atom 3 (N): -0.338, atom 4 (O): 0.099, atom 5 (C): -0.060, atom 6 (C): 0.084, atom 7 (C): -0.121, atom 8 (C): 0.028, atom 9 (C): -0.010, atom 10 (C): -0.144, atom 11 (N): -0.028, atom 12 (C): -0.150, atom 13 (C): -0.135, atom 14 (N): -0.005, atom 15 (C): -0.073, atom 16 (C): 0.003, atom 17 (C): 0.041, atom 18 (C): -0.051, atom 19 (H): 0.141, atom 20 (H): 0.132, atom 21 (H): 0.124, atom 22 (H): 0.085, atom 23 (H): 0.106, atom 24 (H): 0.124, atom 25 (H): 0.118, atom 26 (Se): 0.567, atom 27 (C): -0.971, atom 28 (N): -0.130, atom 29 (C): -0.251, atom 30 (Si): 0.253, atom 31 (C): -0.221, atom 32 (C): -0.210, atom 33 (As): 0.827, atom 34 (Si): 0.245, atom 35 (C): -0.213, atom 36 (C): -0.227, atom 37 (C): -0.221, atom 38 (H): 0.049, atom 39 (H): -0.038, atom 40 (H): -0.003, atom 41 (H): 0.043, atom 42 (H): 0.033, atom 43 (H): 0.011, atom 44 (H): 0.044, atom 45 (H): 0.017, atom 46 (H): 0.014, atom 47 (H): 0.033, atom 48 (H): 0.042, atom 49 (H): 0.010, atom 50 (H): 0.020, atom 51 (H): 0.024, atom 52 (H): 0.043, atom 53 (H): 0.007, atom 54 (H): 0.042, atom 55 (H): 0.035, atom 56 (N): -0.004, atom 57 (C): -0.305, atom 58 (C): -0.040, atom 59 (C): -0.058, atom 60 (C): -0.076, atom 61 (C): -0.081, atom 62 (C): -0.086, atom 63 (H): 0.005, atom 64 (H): 0.048, atom 65 (H): 0.077, atom 66 (H): 0.114, atom 67 (H): 0.109, atom 68 (H): 0.113, atom 69 (H): 0.103, atom 70 (N): 0.172, atom 71 (C): -0.650, atom 72 (O): -0.024, atom 73 (C): -0.519, atom 74 (I): 0.974, atom 75 (H): 0.098, atom 76 (H): 0.057, atom 77 (H): 0.043, atom 78 (H): 0.055, atom 79 (Br): 0.730, atom 80 (C): -0.786, atom 81 (C): -0.159, atom 82 (C): -0.076, atom 83 (C): -0.070, atom 84 (C): -0.166, atom 85 (C): -0.747, atom 86 (I): 1.018, atom 87 (H): 0.106, atom 88 (H): 0.113, atom 89 (H): 0.113, atom 90 (H): 0.039

No. 3
Formula: C31H46Cl2LuNP
Source: OMol25
Level of theory: the ωB97M-V functional and the def2-TZVPD basis

Structure (XYZ):
```
82
Properties=species:S:1:pos:R:3
P -0.158 0.418 -0.726
C -1.790 -0.005 -1.510
C -2.258 0.847 -2.703
C -3.704 0.476 -3.073
C -3.848 -1.021 -3.375
C -3.337 -1.871 -2.205
C -1.890 -1.500 -1.855
C 1.239 -0.149 -1.804
C 1.149 0.269 -3.281
C 2.459 -0.071 -4.009
C 2.806 -1.559 -3.871
C 2.864 -1.977 -2.396
C 1.554 -1.647 -1.670
C -0.067 2.273 -0.868
C -1.213 2.923 -0.073
C -1.206 4.447 -0.236
C 0.150 5.045 0.162
C 1.293 4.385 -0.617
C 1.289 2.860 -0.440
H -2.479 0.179 -0.673
H -1.604 0.685 -3.569
H -2.214 1.914 -2.462
H -4.030 1.072 -3.934
H -4.360 0.740 -2.232
H -4.895 -1.263 -3.596
H -3.268 -1.265 -4.277
H -3.970 -1.703 -1.323
H -3.401 -2.938 -2.452
H -1.532 -2.109 -1.019
H -1.246 -1.722 -2.716
H 2.089 0.373 -1.343
H 3.271 0.532 -3.579
H 0.937 1.341 -3.374
H 0.321 -0.265 -3.763
H 2.380 0.208 -5.068
H 3.761 -1.772 -4.367
H 2.039 -2.156 -4.386
H 3.074 -3.050 -2.310
H 3.686 -1.448 -1.895
H 1.635 -1.900 -0.612
H 0.742 -2.250 -2.092
H -0.210 2.503 -1.934
H -2.181 2.505 -0.370
H -1.099 2.664 0.988
H -1.420 4.699 -1.285
H -2.010 4.887 0.366
H 0.313 4.886 1.236
H 0.151 6.130 -0.002
H 2.259 4.790 -0.292
H 1.190 4.624 -1.685
H 2.100 2.424 -1.031
H 1.492 2.597 0.604
Lu -0.025 -0.233 1.560
Cl 2.362 0.000 1.372
Cl -2.404 0.099 1.794
C -0.377 -2.025 1.296
H -1.437 -2.244 1.086
C 0.417 -3.248 1.322
C 1.825 -3.292 1.369
C 2.493 -4.510 1.377
C 1.778 -5.712 1.349
C 0.382 -5.689 1.306
C -0.289 -4.471 1.288
H 2.372 -2.355 1.387
H 3.579 -4.526 1.408
H -0.179 -6.619 1.284
H -1.375 -4.445 1.249
H 2.306 -6.661 1.360
N 0.629 -0.367 3.756
C 0.335 0.621 4.740
C 1.267 0.893 5.759
C 0.946 1.774 6.797
C -0.307 2.390 6.833
C -1.238 2.130 5.826
C -0.919 1.252 4.788
H 1.583 -0.755 3.809
H -0.024 -1.133 3.976
H 2.232 0.402 5.765
H 1.663 1.965 7.585
H -0.561 3.058 7.646
H -2.216 2.594 5.861
H -1.668 1.046 4.051
```

Results
Kohn-Sham gap in eV: 5.342
Net charge: -1
HOMO in eV: -2.611
LUMO level in eV: 2.7

Charges per atom according to Löwdin partitioning, unit e: atom 1 (P): 0.940, atom 2 (C): -0.439, atom 3 (C): -0.203, atom 4 (C): -0.202, atom 5 (C): -0.214, atom 6 (C): -0.195, atom 7 (C): -0.207, atom 8 (C): -0.442, atom 9 (C): -0.203, atom 10 (C): -0.205, atom 11 (C): -0.212, atom 12 (C): -0.191, atom 13 (C): -0.211, atom 14 (C): -0.445, atom 15 (C): -0.232, atom 16 (C): -0.201, atom 17 (C): -0.212, atom 18 (C): -0.204, atom 19 (C): -0.222, atom 20 (H): 0.028, atom 21 (H): 0.100, atom 22 (H): 0.091, atom 23 (H): 0.102, atom 24 (H): 0.115, atom 25 (H): 0.100, atom 26 (H): 0.109, atom 27 (H): 0.117, atom 28 (H): 0.107, atom 29 (H): 0.085, atom 30 (H): 0.101, atom 31 (H): 0.063, atom 32 (H): 0.112, atom 33 (H): 0.100, atom 34 (H): 0.099, atom 35 (H): 0.101, atom 36 (H): 0.100, atom 37 (H): 0.110, atom 38 (H): 0.110, atom 39 (H): 0.115, atom 40 (H): 0.045, atom 41 (H): 0.109, atom 42 (H): 0.095, atom 43 (H): 0.092, atom 44 (H): 0.086, atom 45 (H): 0.111, atom 46 (H): 0.106, atom 47 (H): 0.113, atom 48 (H): 0.101, atom 49 (H): 0.105, atom 50 (H): 0.111, atom 51 (H): 0.098, atom 52 (H): 0.077, atom 53 (Lu): 0.531, atom 54 (Cl): 0.045, atom 55 (Cl): 0.006, atom 56 (C): -0.481, atom 57 (H): -0.016, atom 58 (C): -0.354, atom 59 (C): -0.126, atom 60 (C): -0.123, atom 61 (C): -0.158, atom 62 (C): -0.133, atom 63 (C): -0.086, atom 64 (H): -0.003, atom 65 (H): 0.086, atom 66 (H): 0.082, atom 67 (H): 0.094, atom 68 (H): 0.073, atom 69 (N): -0.070, atom 70 (C): -0.291, atom 71 (C): -0.034, atom 72 (C): -0.100, atom 73 (C): -0.115, atom 74 (C): -0.085, atom 75 (C): -0.045, atom 76 (H): 0.076, atom 77 (H): 0.111, atom 78 (H): 0.105, atom 79 (H): 0.092, atom 80 (H): 0.089, atom 81 (H): 0.099, atom 82 (H): 0.018

No. 4
Formula: C8H20I2N4O3Ru
Source: OMol25
Level of theory: the ωB97M-V functional and the def2-TZVPD basis

Structure (XYZ):
```
38
Properties=species:S:1:pos:R:3
Ru 3.066 1.459 -0.874
N 0.994 1.217 -1.497
C 0.098 0.770 -0.366
C -1.119 -0.026 -0.828
C -2.147 -0.321 0.272
C -3.431 -0.925 -0.320
N -4.293 -1.418 0.750
C -5.604 -1.692 0.619
N -6.297 -2.094 1.674
N -6.210 -1.555 -0.555
C 1.077 0.035 0.618
O 0.493 -0.706 1.442
O 2.300 0.250 0.558
H 0.528 2.005 -1.946
H 0.984 0.474 -2.204
H -0.186 1.658 0.210
H -0.784 -0.956 -1.300
H -1.590 0.571 -1.616
H -2.388 0.590 0.825
H -1.729 -1.035 0.991
H -3.179 -1.728 -1.019
H -3.966 -0.143 -0.862
H -3.863 -1.690 1.621
H -5.885 -2.154 2.591
H -7.269 -2.351 1.595
H -5.702 -1.365 -1.400
H -7.200 -1.722 -0.649
C 6.759 0.552 1.303
C 5.340 0.245 0.925
O 4.859 1.349 -0.040
H 7.121 -0.268 1.928
H 6.831 1.464 1.896
H 7.409 0.590 0.428
H 4.648 0.289 1.760
H 5.229 -0.671 0.351
H 5.531 2.047 -0.052
I 3.633 3.321 -2.874
I 5.941 3.932 -3.952
```

Results
Multiplicity: 5
Kohn-Sham gap (spin up / spin down) in eV: 5.142 / 3.505
Net charge: +4
HOMO (spin up / spin down) in eV: -20.288 / -20.287
LUMO level (spin up / spin down) in eV: -15.1 / -16.8

Charges per atom according to natural (NBO) partitioning, unit e: atom 1 (Ru): 1.106, atom 2 (N): -0.829, atom 3 (C): -0.101, atom 4 (C): -0.433, atom 5 (C): -0.407, atom 6 (C): -0.218, atom 7 (N): -0.572, atom 8 (C): 0.684, atom 9 (N): -0.734, atom 10 (N): -0.748, atom 11 (C): 0.747, atom 12 (O): -0.047, atom 13 (O): -0.603, atom 14 (H): 0.434, atom 15 (H): 0.430, atom 16 (H): 0.274, atom 17 (H): 0.243, atom 18 (H): 0.252, atom 19 (H): 0.239, atom 20 (H): 0.233, atom 21 (H): 0.215, atom 22 (H): 0.222, atom 23 (H): 0.421, atom 24 (H): 0.434, atom 25 (H): 0.444, atom 26 (H): 0.425, atom 27 (H): 0.446, atom 28 (C): -0.683, atom 29 (C): -0.047, atom 30 (O): -0.737, atom 31 (H): 0.300, atom 32 (H): 0.246, atom 33 (H): 0.240, atom 34 (H): 0.220, atom 35 (H): 0.216, atom 36 (H): 0.538, atom 37 (I): 0.338, atom 38 (I): 0.813

No. 5
Formula: C13H12N2O3
Source: OMol25
Level of theory: the ωB97M-V functional and the def2-TZVPD basis

Structure (XYZ):
```
30
Properties=species:S:1:pos:R:3
N 0.474 3.029 -6.250
C 0.559 2.371 -5.316
C 0.664 1.560 -4.162
C 0.681 2.147 -2.897
C 0.787 1.352 -1.773
C 0.869 -0.030 -1.892
C 1.006 -0.906 -0.681
O 0.500 -0.236 0.475
C 0.563 -0.914 1.620
O 1.021 -2.018 1.731
C -0.007 -0.091 2.779
C -1.479 0.303 2.553
C -2.260 -0.819 3.234
C -1.286 -1.402 4.251
O -1.537 -2.173 5.140
N -0.064 -0.871 3.986
C 0.849 -0.611 -3.157
C 0.750 0.173 -4.288
H 0.614 3.221 -2.805
H 0.800 1.801 -0.792
H 0.463 -1.849 -0.815
H 2.062 -1.158 -0.509
H 0.636 0.788 2.903
H -1.708 0.409 1.495
H -1.676 1.254 3.049
H -3.173 -0.480 3.719
H -2.522 -1.617 2.537
H 0.769 -1.274 4.385
H 0.912 -1.685 -3.252
H 0.735 -0.277 -5.269
```

Results
Relative energy (zero: lowest compared OMol25 entry of this formula, charge and spin) in kcal/mol: 22.3
SMILES string: N#Cc1ccc(COC(=O)[C@H]2CCC(=O)N2)cc1
Kohn-Sham gap in eV: 9.903
HOMO in eV: -9.814
LUMO level in eV: 0.1

Charges per atom according to natural (NBO) partitioning, unit e: atom 1 (N): -0.295, atom 2 (C): 0.273, atom 3 (C): -0.191, atom 4 (C): -0.151, atom 5 (C): -0.164, atom 6 (C): -0.035, atom 7 (C): -0.097, atom 8 (O): -0.511, atom 9 (C): 0.781, atom 10 (O): -0.579, atom 11 (C): -0.143, atom 12 (C): -0.397, atom 13 (C): -0.515, atom 14 (C): 0.684, atom 15 (O): -0.591, atom 16 (N): -0.607, atom 17 (C): -0.200, atom 18 (C): -0.148, atom 19 (H): 0.228, atom 20 (H): 0.222, atom 21 (H): 0.208, atom 22 (H): 0.211, atom 23 (H): 0.225, atom 24 (H): 0.229, atom 25 (H): 0.219, atom 26 (H): 0.242, atom 27 (H): 0.233, atom 28 (H): 0.418, atom 29 (H): 0.220, atom 30 (H): 0.231